Entry 1:
Here is a 2-piece molecular cluster, C5H14NO2 overall from OMol25. Energies are from ωB97M-V/def2-TZVPD.

```
22
Properties=species:S:1:pos:R:3:forces:R:3
C 1.420 1.713 -1.159 4.667 -5.369 -0.686
C 0.844 0.404 -0.628 -4.392 -0.864 -0.630
C 0.019 0.590 0.688 1.482 3.292 -1.560
C 1.015 0.761 1.832 -2.246 0.274 -1.826
N -0.173 -0.161 -1.667 4.373 -2.863 1.243
C -0.985 -1.475 -1.289 -0.203 1.791 -0.219
O -2.071 -1.136 -0.649 -2.250 0.357 1.330
H 1.482 1.561 -2.243 -0.023 0.502 0.098
H 1.087 2.606 -0.873 -1.887 3.407 1.269
H 2.512 1.565 -0.766 -1.419 1.152 -0.872
H 1.631 -0.346 -0.478 -0.188 0.121 -0.160
H -0.730 1.436 0.449 1.391 -0.543 0.710
H -0.667 -0.156 0.788 -1.401 -2.619 0.534
H 1.603 -0.079 1.746 1.399 -2.230 0.583
H 0.538 0.883 2.744 -0.573 0.117 1.992
H 1.649 1.546 1.606 1.242 1.999 -0.134
H -0.768 0.564 -1.895 -2.033 1.436 -0.303
H -1.290 -1.863 -2.294 1.058 -0.510 0.195
H -0.475 -2.190 -0.570 1.173 0.385 -1.438
H -2.251 -1.891 0.716 -0.061 0.571 -0.186
H -1.894 -2.004 2.338 -1.071 -0.438 -1.785
O -2.497 -2.326 1.604 0.961 0.031 1.846
```
Forces are in eV/Å.

Energy above the lowest of the compared OMol25 structures with the same formula, charge and spin = 45.48 kcal/mol
Kohn-Sham gap = 6.902 eV
Largest force on an atom = 7.1 eV Å⁻¹
Highest occupied orbital energy = -3.15 eV
LUMO = 0.1379 Ha
Net charge = -1

Atomic partial charges in e from the Löwdin method, atoms 1 to 8:
1. C -0.082
2. C -0.393
3. C -0.212
4. C -0.089
5. N -0.027
6. C -0.464
7. O -0.324
8. H 0.067

Entry 2:
Here is one molecule with the formula C7H12O from OMol25. Energies are from ωB97M-V/def2-TZVPD.

```
20
Properties=species:S:1:pos:R:3:forces:R:3
C -2.259 -1.721 0.791 0.598 0.199 0.499
C -0.751 -1.724 1.147 -0.393 1.970 0.277
C 0.191 -1.759 -0.045 0.167 -3.204 -1.665
C 0.634 -0.576 -0.862 -0.950 0.829 2.168
C 0.445 0.648 -0.362 0.756 0.200 -1.284
C 0.902 1.882 -1.054 -0.209 -0.253 0.177
C 1.619 2.817 -0.447 -0.759 0.546 0.183
O 1.610 4.099 -0.937 -0.107 -0.547 -0.687
H -2.292 -1.415 -0.253 -0.783 -0.073 0.024
H -2.802 -1.042 1.452 0.099 0.421 -0.359
H -2.770 -2.656 1.016 0.307 -0.377 -0.654
H -0.577 -2.439 1.945 0.536 -0.232 -0.261
H -0.534 -0.733 1.564 -0.203 -0.265 0.629
H -0.256 -2.439 -0.782 -0.506 -0.013 -0.206
H 1.026 -2.444 0.160 0.456 0.677 0.369
H 1.077 -0.706 -1.839 0.227 -0.261 0.065
H -0.129 0.803 0.541 0.251 -0.094 0.203
H 0.538 2.077 -2.058 -0.109 0.146 0.055
H 2.081 2.683 0.527 -0.071 -0.026 0.029
H 2.247 4.647 -0.505 0.694 0.359 0.437
```
Forces are in eV/Å.

Energy above the lowest of the compared OMol25 structures with the same formula, charge and spin = 43.22 kcal/mol
Kohn-Sham gap = 9.201 eV
Largest force on an atom = 3.6 eV Å⁻¹
Highest occupied orbital energy = -8.29 eV
LUMO = 0.0336 Ha
Net charge = 0
SMILES = CCC/C=C/C=C/O

Atomic partial charges in e from the Löwdin method, atoms 1 to 8:
1. C -0.098
2. C -0.255
3. C -0.244
4. C -0.085
5. C -0.117
6. C -0.103
7. C -0.203
8. O -0.002

Entry 3:
Here is a 2-piece molecular cluster, H3N2O2P overall from OMol25. Energies are from ωB97M-V/def2-TZVPD.

```
8
Properties=species:S:1:pos:R:3:forces:R:3
N -1.188 -0.078 -0.524 1.418 2.096 -0.135
N 1.363 -0.176 0.022 -0.647 -0.221 0.333
O 1.061 -1.322 -0.257 1.190 -0.029 0.232
O 2.443 0.264 0.355 -0.040 -0.368 -0.132
P -0.038 1.025 -0.115 -1.474 0.401 3.260
H -1.761 0.135 -1.277 -1.209 -0.122 -1.305
H -1.330 -0.826 0.067 -0.797 -1.902 0.865
H -0.550 0.979 1.729 1.559 0.146 -3.118
```
Forces are in eV/Å.

Energy above the lowest of the compared OMol25 structures with the same formula, charge and spin = 103.21 kcal/mol
Kohn-Sham gap = 9.576 eV
Largest force on an atom = 3.6 eV Å⁻¹
Highest occupied orbital energy = -10.14 eV
LUMO = -0.0207 Ha
Net charge = 0

Now the Löwdin charges, all in e:
1. N -0.260
2. N -0.622
3. O -0.025
4. O -0.023
5. P 0.879
6. H 0.010
7. H 0.009
8. H 0.033

Entry 4:
Here is a 2-piece molecular cluster, C3H8IN overall from OMol25. Energies are from ωB97M-V/def2-TZVPD.

```
13
Properties=species:S:1:pos:R:3:forces:R:3
C -1.249 -0.612 0.092 -0.258 -4.789 2.224
C 0.245 -0.964 0.317 -2.449 -0.949 -1.388
N 1.091 -0.565 -0.520 1.979 -1.922 1.522
C 0.774 0.392 -1.478 3.333 0.875 -0.344
H -1.820 -0.852 1.088 0.737 0.692 -2.048
H -1.387 0.343 -0.252 -0.782 2.109 -0.502
H -1.577 -1.401 -0.707 0.245 1.510 1.356
H 0.356 -1.875 0.976 0.730 1.229 -0.420
H 0.635 -0.012 -2.423 -0.308 -1.515 -1.905
H -0.114 0.842 -1.268 -1.981 2.395 0.411
H 1.697 1.019 -1.685 -1.346 -0.047 0.678
I 0.452 0.926 2.636 0.923 3.617 1.316
H 0.897 2.760 3.225 -0.822 -3.204 -0.900
```
Forces are in eV/Å.

Energy above the lowest of the compared OMol25 structures with the same formula, charge and spin = 46.45 kcal/mol
Kohn-Sham gap = 8.388 eV
Largest force on an atom = 5.3 eV Å⁻¹
Highest occupied orbital energy = -9.20 eV
LUMO = -0.0300 Ha
Net charge = 0
SMILES = C/C=N\C.I

Atomic partial charges in e from the Löwdin method, atoms 1 to 8:
1. C -0.154
2. C -0.439
3. N -0.054
4. C -0.153
5. H 0.087
6. H -0.001
7. H 0.118
8. H 0.110